{"formula": "C26H50Cl18N2OP", "method": "the ωB97M-V functional and the def2-TZVPD basis", "lumo_ha": -0.1595, "max_force_ha_per_bohr": 0.141, "e_tot_ha": -9829.48682, "homo_ev": -11.50, "gap_ev": 7.162, "total_charge": 1, "species": ["C", "C", "C", "C", "C", "C", "C", "C", "C", "C", "C", "C", "C", "C", "C", "C", "C", "N", "N", "P", "O", "H", "H", "H", "H", "H", "H", "H", "H", "H", "H", "H", "H", "H", "H", "H", "H", "H", "H", "H", "H", "H", "H", "H", "H", "H", "H", "H", "H", "H", "H", "H", "H", "C", "Cl", "Cl", "H", "H", "C", "Cl", "Cl", "H", "H", "C", "Cl", "Cl", "H", "H", "C", "Cl", "Cl", "H", "H", "C", "Cl", "Cl", "H", "H", "C", "Cl", "Cl", "H", "H", "C", "Cl", "Cl", "H", "H", "C", "Cl", "Cl", "H", "H", "C", "Cl", "Cl", "H", "H"], "xyz": [[-4.735, 5.388, -1.847], [-4.901, 4.292, -0.624], [-3.829, 4.681, 0.586], [-3.744, 3.365, 1.560], [-4.491, 3.527, 3.011], [-3.565, 2.933, 4.268], [-3.081, 1.382, 4.047], [-1.637, 1.000, 4.722], [-0.389, 0.899, 3.663], [-0.359, -0.471, 2.757], [-1.703, -1.455, 2.616], [-1.669, -2.822, 1.658], [-0.231, -3.140, 0.924], [1.057, -2.092, 1.126], [2.441, -2.530, 0.332], [2.195, -2.335, -1.277], [3.388, -3.087, -2.150], [4.615, -2.202, -2.201], [0.937, -0.822, 1.995], [2.367, 0.283, 2.129], [3.253, -0.326, 3.321], [-3.602, 5.700, -1.914], [-5.137, 4.954, -2.880], [-5.337, 6.372, -1.544], [-5.978, 4.305, -0.132], [-4.708, 3.200, -1.063], [-4.227, 5.572, 1.232], [-2.756, 4.852, 0.134], [-4.251, 2.437, 1.019], [-2.618, 3.032, 1.763], [-4.728, 4.677, 3.225], [-5.516, 2.919, 2.971], [-4.282, 2.962, 5.222], [-2.676, 3.682, 4.539], [-3.904, 0.689, 4.564], [-3.037, 1.035, 2.922], [-1.669, 0.032, 5.411], [-1.367, 1.893, 5.466], [-0.335, 1.806, 2.894], [0.607, 0.993, 4.314], [-2.726, -1.240, 3.163], [-2.583, -3.534, 1.492], [-0.086, -4.095, 0.228], [2.551, -3.705, 0.512], [3.414, -2.033, 0.753], [2.002, -1.233, -1.622], [1.195, -2.933, -1.534], [3.674, -4.104, -1.645], [2.981, -3.312, -3.243], [5.366, -2.744, -1.721], [4.929, -2.111, -3.195], [2.015, 1.641, 2.456], [3.166, 0.262, 0.895], [-6.214, -0.298, 6.715], [-4.496, -0.682, 6.560], [-6.580, 1.281, 6.009], [-6.798, -1.063, 6.197], [-6.482, -0.284, 7.775], [7.670, -2.681, 0.182], [6.225, -2.700, 1.199], [7.562, -3.894, -1.099], [7.773, -1.692, -0.272], [8.544, -2.895, 0.802], [-1.596, -2.610, 6.866], [-0.055, -2.318, 7.682], [-1.349, -2.980, 5.155], [-2.097, -3.456, 7.344], [-2.218, -1.716, 6.951], [3.648, -2.101, -6.158], [5.312, -1.541, -5.952], [3.579, -3.864, -6.272], [3.055, -1.777, -5.299], [3.238, -1.669, -7.074], [-7.069, 4.813, -5.718], [-5.918, 5.861, -6.555], [-6.233, 3.554, -4.800], [-7.666, 5.417, -5.030], [-7.722, 4.341, -6.456], [9.915, -1.530, -2.695], [8.707, -0.568, -1.834], [11.089, -0.492, -3.513], [10.440, -2.166, -1.979], [9.410, -2.151, -3.439], [6.674, 2.565, -2.191], [6.587, 3.628, -3.601], [5.059, 2.168, -1.592], [7.186, 1.641, -2.474], [7.234, 3.069, -1.400], [-4.417, -5.705, -0.208], [-4.008, -5.462, 1.494], [-3.051, -6.389, -1.099], [-5.265, -6.391, -0.276], [-4.685, -4.743, -0.651], [1.648, -0.101, -9.789], [1.547, -0.497, -8.069], [3.023, -0.911, -10.549], [0.728, -0.424, -10.283], [1.766, 0.979, -9.899]]}

---

{"formula": "H4NO2PS", "method": "the ωB97M-V functional and the def2-TZVPD basis", "lumo_ha": -0.0142, "e_above_lowest_kcal_mol": 52.3, "max_force_ha_per_bohr": 0.055, "e_tot_ha": -947.18491, "homo_ev": -9.95, "gap_ev": 9.562, "total_charge": 0, "species": ["N", "O", "O", "P", "S", "H", "H", "H", "H"], "xyz": [[1.557, 1.408, -1.611], [-0.748, -1.243, 0.750], [1.734, 0.921, 0.942], [1.969, 0.371, -0.553], [2.845, -1.356, -0.211], [1.556, 1.071, -2.627], [-0.026, -0.597, 0.551], [1.470, 1.838, 1.057], [-0.385, -2.060, 1.004]]}

---

{"formula": "C3H4Br2ClF", "method": "the ωB97M-V functional and the def2-TZVPD basis", "lumo_ha": -0.0143, "e_above_lowest_kcal_mol": 31.5, "max_force_ha_per_bohr": 0.082, "e_tot_ha": -5824.71399, "homo_ev": -10.28, "gap_ev": 9.893, "total_charge": 0, "species": ["C", "C", "C", "F", "Cl", "Br", "Br", "H", "H", "H", "H"], "xyz": [[0.085, -0.578, 0.258], [0.566, 1.956, -0.207], [0.997, 0.554, 0.255], [1.087, 1.121, 2.018], [-1.027, 2.406, 0.556], [1.942, 3.321, 0.121], [2.799, 0.225, -0.161], [-0.758, -0.564, -0.542], [0.623, -1.552, 0.342], [-0.648, -0.385, 1.052], [0.268, 2.018, -1.360]]}

---

{"formula": "C24H82N6O14", "method": "the ωB97M-V functional and the def2-TZVPD basis", "lumo_ha": 0.0030, "e_above_lowest_kcal_mol": 53.8, "max_force_ha_per_bohr": 0.047, "e_tot_ha": -2345.33669, "homo_ev": -8.69, "gap_ev": 8.769, "total_charge": 0, "species": ["O", "H", "H", "O", "H", "H", "O", "H", "H", "O", "H", "H", "O", "H", "H", "O", "H", "H", "O", "H", "H", "O", "H", "H", "C", "C", "C", "O", "C", "N", "H", "H", "H", "H", "H", "H", "H", "H", "H", "H", "H", "C", "C", "C", "O", "C", "N", "H", "H", "H", "H", "H", "H", "H", "H", "H", "H", "H", "C", "C", "C", "O", "C", "N", "H", "H", "H", "H", "H", "H", "H", "H", "H", "H", "H", "C", "C", "C", "O", "C", "N", "H", "H", "H", "H", "H", "H", "H", "H", "H", "H", "H", "C", "C", "C", "O", "C", "N", "H", "H", "H", "H", "H", "H", "H", "H", "H", "H", "H", "C", "C", "C", "O", "C", "N", "H", "H", "H", "H", "H", "H", "H", "H", "H", "H", "H"], "xyz": [[11.150, 6.615, 14.738], [11.216, 5.743, 14.323], [11.261, 7.231, 14.006], [20.807, 9.548, 11.777], [20.360, 8.842, 11.277], [21.280, 10.049, 11.107], [14.497, 5.585, 7.336], [13.924, 5.884, 6.621], [14.602, 6.367, 7.893], [18.818, 6.329, 15.383], [19.014, 6.398, 14.428], [19.464, 5.701, 15.718], [17.155, 1.935, 9.980], [17.037, 2.712, 9.405], [18.049, 2.014, 10.330], [16.633, 4.248, 8.370], [16.681, 3.430, 7.858], [15.872, 4.726, 7.968], [12.287, 5.687, 10.930], [12.939, 5.042, 11.215], [12.702, 6.134, 10.186], [19.567, 8.156, 9.647], [19.542, 8.496, 8.746], [18.891, 7.445, 9.675], [22.419, 6.143, 13.410], [21.375, 5.983, 12.322], [20.995, 4.534, 12.169], [20.028, 4.263, 11.174], [20.428, 4.273, 9.826], [20.152, 6.731, 12.766], [23.295, 5.527, 13.171], [22.090, 5.818, 14.399], [22.811, 7.151, 13.551], [21.731, 6.494, 11.422], [20.633, 4.070, 13.093], [21.866, 3.869, 12.037], [21.403, 3.825, 9.606], [20.343, 5.232, 9.306], [19.701, 3.604, 9.349], [19.557, 6.675, 11.938], [20.421, 7.715, 12.810], [16.852, 7.837, 11.745], [16.947, 6.337, 11.700], [15.613, 5.558, 11.686], [14.618, 6.108, 12.516], [14.921, 6.071, 13.896], [17.898, 5.879, 10.614], [17.841, 8.276, 11.896], [16.363, 8.115, 12.685], [16.434, 8.447, 10.942], [17.561, 6.012, 12.548], [15.756, 4.522, 12.016], [15.283, 5.610, 10.644], [15.876, 6.571, 14.078], [14.952, 5.056, 14.312], [14.130, 6.610, 14.416], [18.292, 4.989, 10.931], [17.256, 5.571, 9.872], [11.570, 10.985, 11.603], [13.016, 11.117, 11.128], [13.999, 10.421, 12.055], [15.323, 10.642, 11.605], [16.248, 10.874, 12.654], [13.200, 10.646, 9.750], [10.877, 11.661, 11.103], [11.538, 11.199, 12.671], [11.211, 9.973, 11.397], [13.226, 12.197, 11.141], [13.841, 9.339, 11.990], [13.801, 10.744, 13.080], [16.191, 10.114, 13.439], [16.022, 11.846, 13.104], [17.238, 10.809, 12.208], [12.494, 11.110, 9.186], [14.103, 10.982, 9.433], [17.347, 8.196, 5.087], [16.544, 9.139, 5.966], [15.754, 10.175, 5.231], [15.182, 9.677, 4.031], [14.970, 10.682, 3.076], [15.670, 8.369, 6.886], [16.665, 7.685, 4.412], [18.033, 7.577, 5.662], [18.017, 8.782, 4.447], [17.234, 9.694, 6.620], [16.370, 11.059, 5.010], [14.940, 10.622, 5.817], [14.626, 10.267, 2.128], [15.889, 11.204, 2.782], [14.203, 11.369, 3.448], [16.223, 7.772, 7.499], [15.289, 9.022, 7.571], [14.613, 3.359, 17.343], [14.902, 1.934, 17.819], [16.159, 1.938, 18.693], [17.280, 2.444, 17.984], [17.784, 1.608, 16.991], [13.730, 1.572, 18.609], [15.152, 3.666, 16.447], [14.770, 4.086, 18.141], [13.559, 3.478, 17.084], [15.010, 1.165, 17.054], [16.388, 0.959, 19.132], [15.971, 2.611, 19.531], [17.090, 1.461, 16.145], [18.091, 0.602, 17.296], [18.605, 2.139, 16.506], [13.342, 2.279, 19.218], [13.714, 0.722, 19.157], [10.735, 2.823, 15.469], [11.953, 3.129, 14.610], [12.897, 1.936, 14.460], [12.324, 0.644, 14.288], [11.671, 0.382, 13.042], [11.500, 3.666, 13.288], [11.034, 2.398, 16.427], [10.123, 2.102, 14.931], [10.219, 3.756, 15.687], [12.630, 3.938, 14.912], [13.313, 1.825, 15.469], [13.746, 2.040, 13.773], [11.405, -0.669, 12.994], [12.442, 0.562, 12.280], [10.824, 1.054, 12.922], [12.241, 3.658, 12.599], [10.816, 3.009, 12.924]]}

---

{"formula": "C5H11N", "method": "the ωB97M-V functional and the def2-TZVPD basis", "lumo_ha": -0.1122, "e_above_lowest_kcal_mol": 161.5, "max_force_ha_per_bohr": 0.018, "e_tot_ha": -251.60514, "homo_ev": -5.82, "gap_ev": 2.764, "total_charge": 0, "species": ["C", "C", "C", "C", "C", "N", "H", "H", "H", "H", "H", "H", "H", "H", "H", "H", "H"], "xyz": [[-2.758, 0.348, -0.520], [2.345, 1.174, 0.205], [1.739, -0.054, 0.051], [2.451, -1.155, -0.356], [0.280, -0.226, 0.409], [-2.614, -0.433, 0.661], [-2.546, -0.181, -1.468], [-2.025, 1.177, -0.499], [3.356, 1.291, -0.158], [1.859, 1.973, 0.741], [1.899, -2.075, -0.516], [3.528, -1.117, -0.439], [-0.185, 0.731, 0.619], [0.231, -0.806, 1.329], [-0.285, -0.728, -0.371], [-3.544, -0.768, 0.933], [-3.731, 0.848, -0.622]]}

---

{"formula": "C20H41AsFeN2O4PS3", "method": "the ωB97M-V functional and the def2-TZVPD basis", "lumo_ha": [0.0096, 0.0151], "spin_multiplicity": 2, "e_above_lowest_kcal_mol": 0.0, "max_force_ha_per_bohr": 0.013, "e_tot_ha": -6232.75879, "homo_ev": [-6.70, -6.94], "gap_ev": [6.956, 7.345], "total_charge": 0, "species": ["Fe", "S", "C", "C", "C", "C", "C", "C", "S", "H", "H", "H", "H", "N", "C", "C", "C", "N", "H", "H", "H", "H", "H", "H", "H", "H", "H", "H", "C", "C", "C", "C", "O", "P", "O", "O", "O", "C", "C", "C", "C", "H", "H", "H", "H", "H", "H", "H", "H", "H", "H", "H", "H", "H", "H", "H", "H", "H", "H", "C", "As", "C", "C", "S", "H", "H", "H", "H", "H", "H", "H", "H", "H"], "xyz": [[0.021, 0.123, 0.850], [-0.083, -2.029, 1.490], [-0.164, -1.748, 3.225], [0.189, -2.756, 4.119], [0.098, -2.558, 5.488], [-0.338, -1.336, 5.985], [-0.684, -0.322, 5.106], [-0.609, -0.519, 3.731], [-1.106, 0.759, 2.625], [0.543, -3.701, 3.727], [0.378, -3.354, 6.166], [-0.402, -1.171, 7.053], [-1.014, 0.639, 5.483], [-0.011, 2.110, 0.198], [-1.262, 2.873, 0.111], [-2.243, 2.193, -0.828], [-2.761, 0.864, -0.306], [-1.715, -0.177, -0.283], [0.680, 2.604, 0.757], [0.414, 2.004, -0.722], [-1.054, 3.887, -0.241], [-1.692, 2.940, 1.112], [-1.777, 2.062, -1.811], [-3.102, 2.851, -0.973], [-3.603, 0.523, -0.915], [-3.111, 0.989, 0.719], [-1.500, -0.465, -1.239], [-2.073, -1.009, 0.181], [5.631, -2.084, 0.687], [4.532, -1.290, 0.000], [3.606, -2.201, -0.790], [5.124, -0.195, -0.879], [3.767, -0.720, 1.096], [2.656, 0.400, 0.980], [1.653, 0.237, 2.100], [1.920, 0.380, -0.348], [3.434, 1.784, 1.105], [3.788, 2.426, 2.374], [2.550, 3.142, 2.896], [4.876, 3.415, 1.993], [4.311, 1.413, 3.384], [6.243, -2.599, -0.055], [5.194, -2.823, 1.357], [6.271, -1.420, 1.268], [4.176, -2.698, -1.580], [2.790, -1.622, -1.226], [3.179, -2.960, -0.134], [5.743, -0.649, -1.657], [5.751, 0.474, -0.288], [4.336, 0.390, -1.352], [2.203, 3.870, 2.158], [2.789, 3.681, 3.814], [1.752, 2.427, 3.103], [4.508, 4.110, 1.237], [5.743, 2.889, 1.592], [5.187, 3.985, 2.869], [3.540, 0.693, 3.656], [4.619, 1.941, 4.288], [5.173, 0.879, 2.983], [0.604, -1.714, -6.294], [1.313, -1.632, -4.501], [1.703, -3.463, -4.039], [3.017, -0.748, -4.670], [0.061, -0.699, -3.137], [1.328, -2.171, -6.968], [0.375, -0.701, -6.619], [-0.312, -2.299, -6.275], [2.320, -3.930, -4.806], [0.757, -3.991, -3.942], [2.217, -3.473, -3.081], [3.666, -1.293, -5.356], [3.469, -0.691, -3.683], [2.840, 0.260, -5.042]]}

---

{"formula": "C5H12O2", "method": "the ωB97M-V functional and the def2-TZVPD basis", "lumo_ha": 0.0123, "e_above_lowest_kcal_mol": 110.6, "max_force_ha_per_bohr": 0.006, "e_tot_ha": -348.02850, "homo_ev": -7.88, "gap_ev": 8.211, "total_charge": 0, "species": ["C", "C", "C", "O", "C", "C", "O", "H", "H", "H", "H", "H", "H", "H", "H", "H", "H", "H", "H"], "xyz": [[0.108, -2.512, 1.330], [0.458, -1.423, 0.317], [-0.775, -0.605, -0.104], [-1.397, -0.069, 1.059], [-0.679, 0.395, -1.215], [0.179, 2.873, -0.889], [0.606, 1.555, -0.514], [-0.329, -2.063, 2.226], [-0.633, -3.207, 0.913], [0.986, -3.098, 1.621], [1.204, -0.742, 0.750], [0.908, -1.874, -0.579], [-1.497, -1.313, -0.556], [-1.102, 0.848, 1.112], [-0.001, -0.050, -1.974], [0.893, 3.608, -0.503], [0.070, 2.953, -1.973], [-0.800, 3.009, -0.434], [1.481, 1.382, -0.889]]}

---

{"formula": "C27H33ClN3NiO2Sb", "method": "the ωB97M-V functional and the def2-TZVPD basis", "lumo_ha": [0.0099, 0.0177], "e_above_lowest_kcal_mol": 6.0, "max_force_ha_per_bohr": 0.010, "e_tot_ha": -3572.19382, "homo_ev": [-7.89, -7.39], "gap_ev": [8.156, 7.874], "total_charge": 0, "species": ["Ni", "C", "C", "C", "C", "C", "C", "C", "N", "C", "N", "C", "C", "C", "C", "C", "C", "C", "N", "C", "C", "C", "C", "C", "C", "C", "H", "H", "H", "H", "H", "H", "H", "H", "H", "H", "H", "H", "H", "H", "H", "H", "H", "H", "H", "H", "H", "H", "Cl", "C", "C", "O", "O", "H", "H", "C", "Sb", "C", "C", "H", "H", "H", "H", "H", "H", "H", "H", "H"], "xyz": [[-0.413, -0.212, -2.039], [0.075, -2.598, 4.454], [0.986, -1.420, 4.284], [1.747, -0.941, 5.341], [2.595, 0.145, 5.192], [2.669, 0.786, 3.967], [1.906, 0.341, 2.899], [1.081, -0.768, 3.048], [0.283, -1.261, 1.994], [0.464, -1.005, 0.649], [1.751, -1.036, 0.233], [2.284, -0.761, -1.046], [1.463, -0.363, -2.107], [2.097, -0.139, -3.338], [3.461, -0.301, -3.504], [4.242, -0.675, -2.418], [3.675, -0.912, -1.177], [4.537, -1.317, -0.015], [-0.540, -0.822, -0.148], [-1.839, -0.680, 0.409], [-2.188, 0.506, 1.047], [-3.467, 0.679, 1.546], [-4.401, -0.338, 1.399], [-4.046, -1.514, 0.758], [-2.767, -1.710, 0.248], [-2.391, -2.972, -0.457], [0.219, -3.057, 5.429], [0.256, -3.351, 3.686], [-0.976, -2.309, 4.382], [1.677, -1.440, 6.297], [3.186, 0.489, 6.027], [3.311, 1.644, 3.836], [1.946, 0.866, 1.954], [-0.681, -1.444, 2.237], [2.410, -1.333, 0.935], [1.500, 0.174, -4.191], [3.920, -0.129, -4.466], [5.312, -0.786, -2.532], [5.581, -1.359, -0.314], [4.269, -2.305, 0.366], [4.464, -0.612, 0.815], [-1.445, 1.290, 1.141], [-3.733, 1.603, 2.039], [-5.407, -0.214, 1.777], [-4.780, -2.298, 0.628], [-3.256, -3.625, -0.552], [-1.609, -3.510, 0.083], [-2.019, -2.753, -1.461], [-4.797, -1.857, -3.032], [-4.577, -0.107, -2.819], [-3.125, 0.366, -2.757], [-2.955, 1.576, -2.921], [-2.236, -0.513, -2.551], [-5.054, 0.168, -1.877], [-5.091, 0.396, -3.637], [-0.138, 3.243, -4.158], [-0.232, 2.314, -2.250], [-1.454, 3.712, -1.212], [1.647, 3.016, -1.492], [0.034, 4.308, -4.038], [-1.074, 3.076, -4.678], [0.680, 2.809, -4.729], [-1.124, 4.715, -1.465], [-1.352, 3.564, -0.140], [-2.487, 3.569, -1.505], [1.726, 4.092, -1.613], [2.460, 2.529, -2.023], [1.735, 2.774, -0.436]]}